# C45H41Br2ClF5LaN14O4PS2

A structure of composition C45H41Br2ClF5LaN14O4PS2 (wB97M-V/def2-TZVPD, OMol25).

Atoms and positions in Å:
La -1.177 0.505 0.261
N 0.298 -5.887 4.610
C 0.005 -5.103 3.527
C 0.893 -4.106 3.104
C 0.589 -3.307 2.020
C -0.607 -3.492 1.349
C -1.506 -4.479 1.752
C -1.207 -5.270 2.838
S -1.064 -2.516 -0.020
O -2.113 -1.600 0.477
O -1.488 -3.376 -1.088
N 0.110 -1.497 -0.444
C 0.803 -2.066 -1.550
N 0.690 -1.477 -2.735
C 1.266 -2.091 -3.769
C 1.984 -3.262 -3.638
C 2.103 -3.752 -2.348
N 1.527 -3.163 -1.308
H 1.226 -5.896 4.991
H -0.282 -6.678 4.818
H 1.825 -3.970 3.642
H 1.276 -2.542 1.678
H -2.437 -4.612 1.212
H -1.909 -6.028 3.167
H 1.130 -1.615 -4.735
H 2.418 -3.771 -4.488
H 2.682 -4.644 -2.132
Br -7.893 3.478 0.531
C -6.119 2.875 0.401
C -5.300 2.872 1.513
C -4.021 2.369 1.369
N -3.541 1.898 0.218
C -4.328 1.951 -0.857
C -5.632 2.421 -0.811
C -3.746 1.442 -2.130
C -4.208 1.894 -3.356
C -3.653 1.360 -4.508
Br -4.217 1.982 -6.188
C -2.682 0.386 -4.414
C -2.258 0.023 -3.149
N -2.751 0.548 -2.024
H -5.648 3.230 2.471
H -3.353 2.323 2.218
H -6.263 2.413 -1.687
H -4.967 2.661 -3.420
H -2.245 -0.066 -5.294
H -1.461 -0.701 -3.028
Cl 1.163 4.885 2.616
C 0.840 4.466 0.898
C 0.152 3.112 0.811
O 0.842 2.074 1.013
O -1.069 3.080 0.543
H 1.800 4.437 0.393
H 0.201 5.241 0.492
F -5.556 -4.411 3.654
C -4.693 -3.406 3.520
C -3.559 -3.354 4.304
F -3.323 -4.326 5.190
C -2.664 -2.311 4.159
F -1.565 -2.324 4.927
C -2.863 -1.288 3.245
S -1.731 0.039 3.080
C -4.014 -1.377 2.470
F -4.238 -0.432 1.546
C -4.920 -2.408 2.588
F -6.005 -2.452 1.814
C 3.192 2.361 4.794
N 1.834 1.845 5.274
C 2.047 0.593 6.128
N 2.789 -0.385 5.415
C 4.071 0.171 4.983
N 3.903 1.337 4.119
C 3.296 0.985 2.825
P 1.580 0.243 2.945
C 0.925 1.541 4.118
C 2.033 -0.974 4.293
H 3.732 2.694 5.680
H 2.991 3.204 4.134
H 1.394 2.566 5.847
H 1.060 0.219 6.396
H 2.583 0.912 7.022
H 4.625 -0.595 4.444
H 4.642 0.465 5.865
H 3.948 0.260 2.333
H 3.243 1.870 2.189
H -0.021 1.185 4.519
H 0.752 2.465 3.566
H 2.646 -1.762 3.852
H 1.119 -1.442 4.666
C 2.536 0.743 -1.331
C 1.479 1.478 -2.084
N 0.226 1.651 -1.716
C -0.338 2.485 -2.667
C 0.580 2.815 -3.605
N 1.741 2.169 -3.221
C 3.045 2.264 -3.878
N 2.924 2.442 -5.289
N 2.669 3.687 -5.786
N 2.473 3.602 -7.043
C 2.593 2.273 -7.419
C 2.470 1.673 -8.674
C 2.657 0.311 -8.741
C 2.972 -0.443 -7.591
C 3.094 0.137 -6.348
C 2.881 1.518 -6.290
H 2.113 0.340 -0.416
H 3.355 1.417 -1.064
H 2.949 -0.081 -1.917
H -1.357 2.830 -2.586
H 0.520 3.448 -4.474
H 3.593 1.346 -3.686
H 3.599 3.110 -3.481
H 2.238 2.267 -9.549
H 2.569 -0.197 -9.692
H 3.134 -1.510 -7.695
H 3.356 -0.446 -5.474

For the max |F|, the calculation gives 2.41 eV/A. Its total charge is +1. The calculation puts the HOMO-LUMO gap at 0.26663 hartree. The energy above the lowest of the compared OMol25 structures with the same formula, charge and spin comes out at 0.0 kJ/mol. The value obtained for the total energy is -274395.232 eV.


# C32H32NP2PdSTe

A structure of composition C32H32NP2PdSTe (wB97M-V/def2-TZVPD, OMol25).

Atoms and positions in Å:
Pd -0.109 -0.551 -2.333
N -0.551 0.600 0.748
P -0.980 -0.975 1.263
C -0.966 -0.645 3.074
C -2.191 -0.488 3.719
C -2.250 -0.161 5.067
C -1.079 0.009 5.790
C 0.149 -0.150 5.161
C 0.205 -0.476 3.813
C 0.525 -2.005 1.118
C 1.554 -1.710 0.232
C 2.626 -2.578 0.067
C 2.669 -3.760 0.790
C 1.642 -4.072 1.676
C 0.574 -3.203 1.836
P -0.791 0.998 -0.947
C -0.043 2.682 -0.901
C -0.286 3.604 0.118
C 0.309 4.855 0.086
C 1.141 5.204 -0.973
C 1.380 4.296 -1.993
C 0.794 3.036 -1.955
C -2.554 1.533 -0.901
C -3.180 1.716 -2.134
C -4.508 2.109 -2.204
C -5.239 2.301 -1.038
C -4.630 2.106 0.193
C -3.294 1.728 0.262
H 0.288 1.002 1.151
H -3.106 -0.626 3.153
H -3.211 -0.044 5.554
H -1.121 0.260 6.843
H 1.067 -0.021 5.722
H 1.166 -0.610 3.330
H 1.503 -0.799 -0.354
H 3.414 -2.320 -0.632
H 3.500 -4.443 0.661
H 1.673 -4.997 2.239
H -0.226 -3.456 2.526
H -0.947 3.339 0.936
H 0.120 5.565 0.883
H 1.603 6.184 -0.998
H 2.032 4.561 -2.817
H 0.983 2.303 -2.734
H -2.615 1.527 -3.042
H -4.978 2.251 -3.169
H -6.280 2.595 -1.091
H -5.197 2.247 1.106
H -2.819 1.577 1.224
S 1.852 -0.937 -3.773
C 3.303 -0.580 -2.864
C 3.370 0.372 -1.832
C 4.534 0.584 -1.111
C 5.688 -0.140 -1.389
C 5.651 -1.071 -2.420
C 4.487 -1.284 -3.144
H 2.476 0.937 -1.599
H 4.538 1.324 -0.317
H 6.595 0.018 -0.819
H 6.540 -1.645 -2.661
H 4.467 -2.022 -3.938
C -3.519 -2.045 -1.740
Te -1.759 -2.596 -2.826
C -1.225 -4.124 -1.430
H -4.261 -2.842 -1.736
H -3.930 -1.159 -2.221
H -3.217 -1.786 -0.727
H -1.289 -3.709 -0.426
H -0.191 -4.408 -1.620
H -1.879 -4.987 -1.530

For the max |F|, the calculation gives 0.32 eV/A. Its total charge is -1. The calculation puts the HOMO-LUMO gap at 0.20378 hartree. The energy above the lowest of the compared OMol25 structures with the same formula, charge and spin comes out at 0.0 kJ/mol. The value obtained for the total energy is -75382.674 eV.


# C9H12AuCl2FeN3O3P

A structure of composition C9H12AuCl2FeN3O3P (wB97M-V/def2-TZVPD, OMol25).

Atoms and positions in Å:
Fe -0.705 -0.074 -8.914
Au -0.194 -1.534 -0.910
Cl -1.076 1.565 -7.632
Cl 1.834 -2.069 -1.769
C -1.784 -2.242 0.040
C -1.140 0.528 -10.594
C -0.058 -1.864 -9.029
O -1.854 -3.192 0.709
O -1.390 0.616 -11.723
O 0.105 -2.760 -9.742
C 1.657 0.624 3.646
N 1.206 1.674 2.738
C -0.152 2.100 3.094
N -1.080 0.954 3.164
C -0.583 -0.115 4.032
N 0.775 -0.563 3.655
C 0.805 -1.293 2.360
P 0.175 -0.183 0.997
C 1.304 1.249 1.314
C -1.373 0.442 1.802
H 1.622 1.042 4.653
H 2.662 0.313 3.351
H -0.505 2.778 2.309
H -0.125 2.569 4.081
H -1.260 -0.972 3.969
H -0.519 0.294 5.042
H 1.838 -1.554 2.102
H 0.257 -2.241 2.412
H 1.097 2.100 0.651
H 2.337 0.921 1.146
H -2.100 -0.383 1.865
H -1.773 1.269 1.185

For the max |F|, the calculation gives 11.35 eV/A. Its multiplicity is 8. Its total charge is +4. The calculation puts the HOMO-LUMO gap (spin up / spin down) at 0.20110 / 0.05970 hartree. The value obtained for the total energy is -92503.341 eV.


# C5H7N3

A structure of composition C5H7N3 (wB97M-V/def2-TZVPD, OMol25).

Atoms and positions in Å:
C -1.095 -0.364 -0.041
C -1.363 1.012 -0.063
C -0.247 1.784 -0.009
C 1.121 1.285 0.160
C 1.240 -0.193 0.003
H -1.892 -2.139 -0.248
H -3.197 -1.196 -0.054
H -2.402 1.389 -0.041
H -0.189 2.814 0.053
H 2.137 1.815 -0.253
H 2.080 -2.195 0.464
H 3.511 -0.766 0.046
N -2.149 -1.252 0.102
N 2.336 -1.066 -0.101
N 0.109 -0.928 -0.018

For the max |F|, the calculation gives 5.68 eV/A. The calculation puts the HOMO-LUMO gap at 0.31803 hartree. The energy above the lowest of the compared OMol25 structures with the same formula, charge and spin comes out at 312.4 kJ/mol. The value obtained for the total energy is -9766.150 eV.


# CH3N5O2S

A cluster of 2 separate species, CH3N5O2S in total (wB97M-V/def2-TZVPD, OMol25).

Atoms and positions in Å:
C -1.135 1.944 -1.037
N -0.384 2.779 -0.451
N 0.816 2.029 -0.155
N 0.632 0.844 -0.437
N -0.592 0.717 -0.973
H -2.053 2.308 -1.438
H -0.903 -0.220 -1.205
N 0.810 -2.935 0.396
S 0.438 -1.748 1.291
O 1.403 -1.259 2.228
O -0.853 -1.194 1.124
H 1.821 -3.264 0.658

For the max |F|, the calculation gives 3.40 eV/A. As for the SMILES: c1nnn[nH]1.N=S(=O)=O. The calculation puts the HOMO-LUMO gap at 0.39698 hartree. The value obtained for the total energy is -23462.816 eV.


# C11H42NO18PS

A cluster of 15 separate species, C11H42NO18PS in total (wB97M-V/def2-TZVPD, OMol25).

Atoms and positions in Å:
C -1.778 -2.198 2.723
C -1.723 -3.554 1.921
C -0.388 -3.562 1.164
O 0.590 -3.970 1.700
O -0.343 -3.060 -0.121
C 0.745 -2.117 -0.171
C 0.675 -1.169 -1.439
C 1.119 0.241 -1.019
C 0.343 1.192 -0.484
P -1.470 0.996 -0.209
S -2.471 0.534 -1.834
C 0.999 2.519 -0.079
O 0.430 3.560 -0.141
C 2.415 2.396 0.443
C 3.201 1.484 -0.127
N 4.550 1.262 0.198
C 2.593 0.612 -1.222
O 3.188 0.254 -2.177
H -1.514 -2.403 3.761
H -1.048 -1.468 2.341
H -2.814 -1.846 2.624
H -2.524 -3.628 1.176
H -1.743 -4.426 2.584
H 1.738 -2.596 -0.146
H 0.710 -1.472 0.711
H 1.423 -1.569 -2.147
H -0.293 -1.197 -1.959
H -1.784 0.152 0.890
H -1.945 2.268 0.170
H 2.808 3.021 1.250
H 4.641 1.479 1.191
H 4.705 0.256 0.134
O -5.572 2.102 -2.598
H -5.500 3.061 -2.685
H -4.708 1.833 -2.257
O 4.757 -1.837 0.644
H 4.969 -2.683 1.052
H 5.181 -1.885 -0.222
O -4.308 -5.141 1.258
H -4.562 -5.767 0.571
H -5.148 -4.817 1.603
O 2.256 -2.092 4.179
H 1.888 -2.756 3.577
H 1.480 -1.704 4.600
O 1.947 1.481 -5.125
H 1.796 0.973 -4.319
H 2.440 2.253 -4.826
O -0.853 1.949 -6.554
H -0.816 2.910 -6.648
H 0.008 1.714 -6.185
O -3.272 -3.200 4.791
H -2.696 -3.311 5.556
H -3.997 -3.815 4.955
O 0.997 -0.198 2.207
H 1.071 0.763 2.130
H 1.861 -0.464 2.554
O 4.861 -3.502 4.156
H 4.818 -3.967 3.315
H 3.996 -3.073 4.236
O -6.920 3.990 -4.795
H -6.750 3.133 -4.385
H -6.495 3.926 -5.656
O -3.408 2.395 1.767
H -3.866 2.504 2.609
H -3.828 3.041 1.186
O 6.997 2.509 2.041
H 6.311 2.275 1.407
H 7.481 3.223 1.612
O -0.558 2.837 2.658
H -0.256 3.462 1.988
H -1.309 2.391 2.244
O -1.410 4.524 -7.960
H -1.426 4.055 -8.802
H -2.290 4.910 -7.887

For the max |F|, the calculation gives 2.49 eV/A. The calculation puts the HOMO-LUMO gap at 0.27169 hartree. The value obtained for the total energy is -70556.251 eV.


# C21H21N3O4S

A structure of composition C21H21N3O4S (wB97M-V/def2-TZVPD, OMol25).

Atoms and positions in Å:
C 4.505 4.285 1.415
H 5.171 5.019 1.525
O 4.138 4.075 -0.038
C 3.266 3.333 -0.401
C 2.399 2.752 0.509
C 1.647 1.763 -0.058
C 1.623 1.636 -1.367
C 2.159 2.434 -2.418
C 3.151 3.298 -1.917
C 4.032 4.051 -2.676
H 5.151 3.722 -2.718
H 3.920 5.171 -2.677
H 3.755 4.008 -3.651
H 2.094 2.162 -3.462
S 0.155 0.578 -2.197
O 0.288 0.594 -3.542
O -0.972 0.608 -1.247
N 1.064 -1.008 -1.757
C -0.096 -2.111 -2.100
C 0.064 -2.726 -3.286
C -1.002 -3.553 -3.553
C -1.663 -4.097 -2.577
C -1.785 -3.467 -1.356
C -0.732 -2.463 -1.043
C -1.061 -1.528 0.004
O 0.084 -1.296 0.808
N -2.101 -1.205 0.882
H -2.965 -1.557 0.009
C -2.152 -0.458 1.916
C -3.076 -1.195 3.005
C -4.266 -0.594 3.414
N -5.023 -1.031 4.407
C -4.641 -2.412 4.819
C -3.537 -2.959 4.407
C -2.741 -2.384 3.395
H -1.928 -3.093 2.785
H -3.453 -3.963 4.611
H -5.082 -2.971 5.665
H -4.503 0.417 3.196
H -2.620 0.425 1.464
H -1.224 -0.344 2.420
H -2.252 -3.772 -0.536
H -2.476 -4.742 -2.675
H -0.951 -4.033 -4.363
H 0.672 -2.259 -4.162
H 1.090 -1.031 -0.705
H 0.914 1.107 0.657
H 2.558 2.630 1.667
H 3.486 4.746 1.758
H 4.915 3.439 1.747

For the max |F|, the calculation gives 18.90 eV/A. The calculation puts the HOMO-LUMO gap at 0.29262 hartree. The energy above the lowest of the compared OMol25 structures with the same formula, charge and spin comes out at 1592.8 kJ/mol. The value obtained for the total energy is -45598.386 eV.


# C39H45ClN7O5RbS

A structure of composition C39H45ClN7O5RbS (wB97M-V/def2-TZVPD, OMol25).

Atoms and positions in Å:
Rb -0.768 -1.489 -0.168
C 2.035 0.566 -3.078
C 3.276 0.968 -2.275
N 2.996 0.919 -0.847
C 3.973 0.223 -0.022
C 4.060 -1.291 -0.289
N 2.749 -1.924 -0.314
C 2.426 -2.704 -1.502
C 2.315 -1.859 -2.777
N 1.486 -0.682 -2.593
H 2.307 0.547 -4.147
H 1.262 1.331 -2.965
H 3.572 1.980 -2.583
H 4.116 0.314 -2.546
H 2.132 0.394 -0.746
H 3.694 0.382 1.023
H 4.961 0.677 -0.158
H 4.718 -1.748 0.461
H 4.548 -1.457 -1.256
H 2.527 -2.437 0.528
H 1.466 -3.189 -1.331
H 3.154 -3.509 -1.692
H 1.908 -2.509 -3.561
H 3.312 -1.556 -3.111
H 0.532 -0.838 -2.919
Cl -5.963 0.431 6.256
C -4.718 0.459 5.007
C -3.563 1.237 5.195
C -2.587 1.273 4.236
C -2.685 0.528 3.010
O -1.767 0.584 2.132
C -3.878 -0.251 2.859
C -4.176 -1.016 1.658
O -3.462 -1.185 0.691
C -4.864 -0.265 3.857
H -3.453 1.806 6.111
H -1.687 1.861 4.387
H -5.187 -1.480 1.671
H -5.759 -0.860 3.701
C 1.882 -7.628 0.144
C 1.191 -6.709 -0.684
C 0.708 -5.541 -0.155
C 0.876 -5.191 1.219
C 0.354 -3.929 1.707
C 0.515 -3.775 3.077
C 1.148 -4.719 3.929
C 1.669 -5.881 3.429
C 1.540 -6.151 2.044
C 2.045 -7.354 1.474
H 2.272 -8.550 -0.275
H 1.042 -6.929 -1.737
H 0.156 -4.851 -0.783
H 0.163 -2.858 3.554
H 1.234 -4.512 4.994
H 2.167 -6.602 4.071
H 2.560 -8.061 2.120
C 2.440 6.040 0.729
C 2.014 5.570 -0.658
C 1.695 4.083 -0.716
N 0.451 3.759 -0.038
C 0.319 3.172 1.159
S 1.569 2.631 2.114
N -1.009 3.011 1.557
C -2.051 3.856 1.286
O -3.215 3.515 1.330
C -1.719 5.302 0.986
C -2.509 5.985 0.076
C -2.262 7.326 -0.192
C -1.234 7.986 0.468
C -0.444 7.301 1.382
C -0.678 5.954 1.630
H 2.562 7.126 0.761
H 3.385 5.575 1.023
H 1.701 5.755 1.484
H 2.808 5.769 -1.385
H 1.137 6.138 -0.990
H 2.482 3.470 -0.277
H 1.587 3.764 -1.754
H -0.396 3.884 -0.570
H -1.260 2.030 1.917
H -3.326 5.456 -0.400
H -2.878 7.857 -0.907
H -1.045 9.034 0.268
H 0.364 7.809 1.894
H -0.047 5.400 2.319
C -2.769 -4.832 -3.656
N -2.601 -3.401 -3.828
C -3.543 -2.621 -4.439
C -3.402 -1.295 -4.548
C -2.200 -0.661 -3.989
O -2.024 0.556 -4.092
N -1.292 -1.475 -3.360
C -1.461 -2.809 -3.258
O -0.677 -3.572 -2.670
H -3.716 -5.121 -4.109
H -2.770 -5.100 -2.601
H -1.956 -5.382 -4.128
H -4.408 -3.149 -4.820
H -4.151 -0.682 -5.027

For the max |F|, the calculation gives 0.43 eV/A. Its total charge is -2. The calculation puts the HOMO-LUMO gap at 0.20133 hartree. The value obtained for the total energy is -85857.909 eV.